(1)
Density functional theory data (wB97M-V/def2-TZVPD) for a structure of composition C13H24NO6STi.

As for the spin multiplicity: 3. As for the charge: +1. For the gap between HOMO and LUMO (spin up / spin down), the calculation gives 0.27535 / 0.31632 hartree. The value obtained for the HOMO energy (spin up / spin down) is -9.81 / -10.93 eV.

Structure (XYZ):
```
46
C13H24NO6STi | the OMol25 dataset | wB97M-V/def2-TZVPD
Ti -0.067 0.421 -0.059
C 0.874 0.461 2.758
C -0.419 -0.346 2.823
O -1.289 -0.168 1.679
C -2.420 0.713 1.822
C -3.115 0.750 0.473
O -2.165 1.236 -0.475
C -2.541 1.217 -1.849
C -2.352 -0.173 -2.417
O -1.094 -0.644 -1.925
C -0.783 -2.000 -2.253
C -0.274 -2.650 -0.985
O 0.676 -1.808 -0.334
C 2.032 -1.887 -0.800
C 2.363 -0.709 -1.701
O 1.978 0.531 -1.111
C 2.918 1.158 -0.216
C 2.824 0.621 1.219
O 1.456 0.244 1.462
H 1.532 0.072 3.538
H 0.728 1.529 2.917
H -0.948 -0.087 3.741
H -0.191 -1.410 2.839
H -2.085 1.713 2.103
H -3.106 0.313 2.571
H -3.459 -0.252 0.199
H -3.973 1.424 0.529
H -1.878 1.930 -2.337
H -3.573 1.551 -1.975
H -2.349 -0.133 -3.509
H -3.138 -0.862 -2.095
H -0.050 -2.015 -3.063
H -1.679 -2.524 -2.593
H 0.155 -3.633 -1.189
H -1.093 -2.764 -0.275
H 2.193 -2.824 -1.338
H 2.658 -1.895 0.090
H 1.808 -0.771 -2.636
H 3.430 -0.701 -1.936
H 2.666 2.212 -0.230
H 3.937 1.030 -0.587
H 3.130 1.410 1.905
H 3.441 -0.265 1.372
S -0.124 3.070 0.417
C 1.220 3.378 1.373
N 2.143 3.536 2.056
```

(2)
Density functional theory data (wB97M-V/def2-TZVPD) for a structure of composition C13H25BF2IrN6O2PS2.

The energy above the lowest of the compared OMol25 structures with the same formula, charge and spin is 0.0 kcal per mole. As for the spin multiplicity: 6. As for the charge: +1. For the gap between HOMO and LUMO (spin up / spin down), the calculation gives 0.28090 / 0.23973 hartree. The value obtained for the HOMO energy (spin up / spin down) is -9.77 / -11.38 eV.

Structure (XYZ):
```
53
C13H25BF2IrN6O2PS2 | the OMol25 dataset | wB97M-V/def2-TZVPD
Ir -0.301 0.275 -0.825
S -1.903 0.697 0.847
C -2.198 2.247 0.102
S -0.884 3.050 -0.724
C -3.572 2.593 -0.290
C -4.351 3.399 0.560
N -4.892 4.042 1.354
C -4.066 2.086 -1.508
N -4.332 1.590 -2.517
C -1.430 -5.101 -0.981
C -0.164 -4.562 -0.300
C 1.086 -5.263 -0.843
C -0.261 -4.720 1.224
C -0.064 -3.123 -0.600
N -0.008 -1.998 -0.822
H -1.520 -6.164 -0.758
H -1.377 -4.981 -2.063
H -2.322 -4.595 -0.614
H 1.009 -6.328 -0.627
H 1.992 -4.885 -0.368
H 1.176 -5.137 -1.922
H -0.348 -5.780 1.460
H -1.136 -4.206 1.619
H 0.629 -4.331 1.719
C 2.682 0.029 1.290
P 3.023 0.421 -0.424
C 3.875 -0.994 -1.125
C 4.149 1.807 -0.479
O 1.755 0.725 -1.206
H 3.605 -0.188 1.828
H 2.027 -0.842 1.331
H 2.177 0.878 1.750
H 4.787 -1.216 -0.570
H 4.127 -0.785 -2.164
H 3.210 -1.858 -1.092
H 5.069 1.570 0.056
H 3.668 2.671 -0.025
H 4.385 2.033 -1.519
F 1.428 2.954 0.868
B 0.281 3.695 0.785
F 0.515 5.034 0.547
N -1.290 0.347 -2.871
H -0.920 1.126 -3.408
H -2.296 0.500 -2.802
H -1.151 -0.496 -3.417
N -1.937 5.212 1.801
C -1.578 4.062 2.352
N -2.351 3.455 3.246
O -0.464 3.487 2.068
H -2.859 5.589 1.942
H -1.288 5.677 1.183
H -3.275 3.797 3.451
H -2.119 2.504 3.480
```

(3)
Density functional theory data (wB97M-V/def2-TZVPD) for a structure of composition C13H25F8InO4PS2.

As for the spin multiplicity: 1. As for the charge: -1. For the gap between HOMO and LUMO, the calculation gives 0.20434 hartree. The value obtained for the HOMO energy is -3.26 eV.

Structure (XYZ):
```
54
C13H25F8InO4PS2 | the OMol25 dataset | wB97M-V/def2-TZVPD
C 5.512 -2.820 0.477
O 4.626 -1.836 0.038
C 3.292 -1.963 0.605
In 1.905 -2.506 -1.067
C 2.642 -4.470 -1.821
C 1.829 -5.708 -1.440
C 0.340 -5.696 -1.823
S -0.092 -4.927 -3.417
C -0.282 -2.412 -0.580
C -0.802 -1.106 0.051
C 0.236 -0.404 0.919
S -0.448 0.956 1.929
P 2.436 -0.817 -2.943
O 0.980 0.026 -3.071
O 3.201 0.416 -2.076
H 5.520 -2.895 1.574
H 5.265 -3.811 0.069
H 6.513 -2.551 0.134
H 3.325 -2.706 1.413
H 3.062 -0.999 1.069
H 3.654 -4.587 -1.420
H 2.765 -4.419 -2.907
H 1.881 -5.846 -0.355
H 2.259 -6.620 -1.881
H -0.249 -5.177 -1.065
H -0.022 -6.724 -1.864
H 1.108 -5.046 -3.995
H -0.793 -2.554 -1.538
H -0.593 -3.260 0.039
H -1.680 -1.293 0.680
H -1.135 -0.411 -0.726
H 0.720 -1.119 1.583
H 1.012 0.059 0.308
H -0.522 0.333 3.111
H 0.272 -0.564 -2.788
H 4.145 0.202 -2.075
C -2.600 4.021 1.622
C -2.995 4.150 0.149
C -2.584 5.423 -0.602
F -3.087 6.529 -0.008
F -3.074 5.365 -1.859
F -4.318 3.930 -0.005
F -2.324 3.153 -0.495
O -3.567 4.391 2.593
C -3.732 5.660 3.034
C -5.128 6.228 2.714
F -5.415 6.119 1.405
F -5.151 7.540 3.049
F -2.756 6.488 2.623
F -3.674 5.627 4.395
H -2.469 2.950 1.775
H -1.635 4.492 1.812
H -1.495 5.497 -0.646
H -5.878 5.693 3.298
```

(4)
Density functional theory data (wB97M-V/def2-TZVPD) for a cluster of 3 separate species, C13H25N2O5P2 in total.

As for the spin multiplicity: 1. As for the charge: -1. For the gap between HOMO and LUMO, the calculation gives 0.20190 hartree. The value obtained for the HOMO energy is -3.03 eV.

Structure (XYZ):
```
47
C13H25N2O5P2 | the OMol25 dataset | wB97M-V/def2-TZVPD
C 2.310 1.918 0.948
C 1.549 1.159 -0.120
N 0.893 1.758 -1.034
C 1.586 -0.345 -0.062
C 2.879 -0.947 -0.668
P 2.698 -2.650 -0.980
N 2.458 -3.736 0.161
P 4.376 -0.491 0.162
C 4.798 -1.788 1.406
O 5.605 -0.980 -0.908
H 1.759 2.828 1.235
H 3.300 2.202 0.568
H 2.487 1.305 1.837
H 1.041 2.771 -0.931
H 0.722 -0.708 -0.641
H 1.418 -0.642 0.994
H 3.891 -2.869 -1.705
H 1.726 -2.765 -2.001
H 1.617 -4.280 -0.020
H 5.666 -1.449 1.989
H 3.930 -1.933 2.066
H 5.005 -2.761 0.939
H 5.948 -0.190 -1.367
O -1.112 -3.664 -1.528
C -1.945 -2.954 -1.046
O -1.833 -1.606 -1.045
C -2.887 -0.999 -0.283
C -4.013 -2.030 -0.277
C -3.236 -3.339 -0.338
H -2.502 -0.806 0.724
H -3.147 -0.057 -0.747
H -4.667 -1.935 0.587
H -4.617 -1.909 -1.178
H -2.959 -3.699 0.657
H -3.725 -4.152 -0.869
O -4.409 1.774 -0.495
C -3.612 2.619 -0.199
O -3.603 3.844 -0.779
C -2.444 4.581 -0.351
C -2.032 3.955 0.979
C -2.464 2.508 0.777
H -1.670 4.463 -1.114
H -2.728 5.629 -0.287
H -0.972 4.079 1.188
H -2.601 4.410 1.792
H -1.695 1.900 0.289
H -2.787 1.986 1.676
```